Density functional theory data (ωB97M-V/def2-TZVPD) for a structure of composition C48H64N8O2ReS at a distorted geometry.

Computed properties:
charge: +2
2S+1: 4
HOMO-LUMO gap (alpha / beta): 5.53 / 4.68 eV
energy above the lowest of the compared OMol25 structures with the same formula, charge and spin: 0.608 eV
LUMO level (alpha / beta): -0.238 / -0.293 Eh

```
124
Properties=species:S:1:pos:R:3:forces:R:3
Re -0.123 0.083 -0.070 1.1 -1.2 0.3
C 2.553 5.253 -2.204 0.2 0.0 0.0
C 3.466 4.149 -1.656 -0.1 0.2 -0.1
C 2.759 2.845 -1.712 0.5 -0.7 -1.2
C 2.802 1.884 -2.694 0.4 1.2 0.7
C 3.716 1.831 -3.866 0.1 -0.1 0.0
C 4.881 0.865 -3.613 -0.1 0.2 -0.1
C 1.807 0.902 -2.343 -0.5 -0.5 0.0
C 1.406 -0.151 -3.151 0.1 0.3 0.2
C 0.360 -1.034 -2.912 -0.3 0.2 0.5
C 0.027 -2.159 -3.749 -0.8 -0.7 0.0
C 0.759 -2.546 -4.987 0.2 -0.1 0.0
C 2.033 -3.337 -4.664 -0.1 0.1 -0.1
C -1.011 -2.815 -3.136 0.7 0.1 -0.8
C -1.309 -2.087 -1.928 0.3 0.5 0.2
C -2.248 -2.474 -0.980 -0.1 0.2 0.3
C -2.492 -1.874 0.246 0.3 0.1 -0.6
N -1.814 -0.776 0.728 0.0 0.0 -0.1
C -2.509 -0.356 1.829 0.5 0.4 -0.3
C -2.319 0.861 2.466 0.2 0.1 0.0
C -1.419 1.848 2.103 0.0 -0.6 -0.3
N -0.497 1.747 1.082 -0.3 0.1 -0.4
C 0.232 2.916 1.111 0.2 -0.5 -0.5
C 1.282 3.221 0.264 -0.1 -0.1 0.1
C 1.748 2.436 -0.778 -0.5 -0.3 0.4
N 1.244 1.212 -1.124 -0.1 -0.1 -0.1
C -0.233 3.766 2.172 -0.8 -0.1 0.9
C -1.277 3.110 2.776 0.7 0.9 -0.2
C -2.064 3.550 3.962 0.2 -0.1 0.1
C -1.411 3.044 5.253 -0.1 0.1 0.0
C 0.348 5.091 2.537 -0.1 0.1 -0.2
C -0.069 6.210 1.576 0.1 -0.1 0.1
C -3.548 -1.294 2.153 -0.4 -1.2 -0.7
C -3.541 -2.248 1.162 -0.4 0.6 1.2
C -4.387 -3.468 1.073 0.1 -0.1 0.1
C -3.618 -4.700 1.571 -0.2 0.1 0.0
C -4.507 -1.124 3.272 -0.2 0.2 -0.1
C -5.594 -0.116 2.877 0.0 -0.1 0.1
N -0.474 -1.005 -1.826 -0.4 0.8 0.0
C -1.651 -4.097 -3.541 0.1 -0.1 0.1
C -1.024 -5.283 -2.797 -0.1 0.0 -0.1
H 3.057 6.211 -2.132 0.0 0.2 0.0
H 1.618 5.304 -1.652 -0.1 0.1 0.1
H 2.307 5.060 -3.243 0.0 0.0 -0.1
H 3.748 4.388 -0.628 0.1 -0.1 0.0
H 4.379 4.113 -2.249 0.0 0.0 0.1
H 4.116 2.828 -4.048 -0.1 0.0 -0.1
H 3.171 1.519 -4.758 0.0 0.1 -0.1
H 5.440 1.160 -2.727 0.0 0.0 0.1
H 5.562 0.871 -4.460 0.1 0.0 -0.1
H 4.519 -0.150 -3.471 0.0 -0.2 0.1
H 1.941 -0.293 -4.077 0.1 0.0 -0.1
H 1.032 -1.658 -5.560 -0.1 0.0 -0.1
H 0.119 -3.163 -5.618 -0.1 0.1 0.0
H 2.719 -2.759 -4.048 0.1 0.1 0.1
H 2.538 -3.602 -5.589 0.1 -0.1 0.0
H 1.795 -4.250 -4.125 0.0 -0.1 0.0
H -2.857 -3.328 -1.237 -0.1 -0.1 0.0
H -2.972 1.087 3.294 0.0 0.0 0.1
H 1.741 4.189 0.394 0.1 0.0 0.0
H -3.088 3.177 3.904 0.0 0.1 -0.1
H -2.113 4.639 3.990 -0.1 0.0 -0.1
H -1.355 1.958 5.261 0.0 -0.1 0.0
H -1.991 3.370 6.111 0.0 0.0 0.1
H -0.401 3.436 5.346 0.1 0.0 0.0
H 1.440 5.021 2.552 0.0 0.0 0.1
H 0.021 5.353 3.544 0.1 0.0 0.1
H 0.251 6.000 0.559 0.0 0.0 -0.1
H 0.377 7.152 1.889 0.0 0.1 0.0
H -1.149 6.325 1.577 -0.1 0.0 0.0
H -4.715 -3.632 0.045 -0.1 0.0 0.0
H -5.275 -3.334 1.689 -0.1 0.0 -0.1
H -2.740 -4.885 0.955 0.1 -0.1 0.0
H -4.254 -5.580 1.534 0.0 -0.1 0.0
H -3.298 -4.557 2.600 0.1 0.0 0.1
H -3.993 -0.768 4.168 0.0 -0.1 0.0
H -4.977 -2.076 3.517 0.1 0.0 0.1
H -5.164 0.847 2.612 0.0 0.1 0.0
H -6.281 0.020 3.705 -0.2 0.1 0.0
H -6.148 -0.475 2.015 -0.1 0.0 -0.1
H -1.524 -4.254 -4.613 -0.1 0.1 0.0
H -2.722 -4.075 -3.333 0.0 0.1 -0.1
H 0.044 -5.337 -2.995 0.1 -0.1 0.0
H -1.489 -6.207 -3.129 0.0 -0.1 0.1
H -1.160 -5.189 -1.721 0.0 0.0 0.1
O 6.948 -0.606 -1.502 0.0 0.4 0.1
C 6.492 -1.879 -1.846 0.2 -0.7 -0.4
N 5.139 -1.949 -1.335 0.2 0.3 0.0
C 4.365 -3.038 -1.505 -0.3 0.4 0.2
O 4.693 -4.003 -2.157 0.1 -0.3 -0.2
C 3.012 -2.994 -0.836 -0.2 -0.2 0.1
C 2.416 -4.212 -0.513 0.0 0.3 0.0
C 1.197 -4.201 0.143 0.1 0.1 -0.1
C 0.566 -2.989 0.364 -0.1 -0.4 0.2
N 1.085 -1.830 -0.043 -0.4 0.8 0.3
C 2.306 -1.828 -0.582 0.5 -0.2 -0.1
H 7.861 -0.497 -1.790 -0.1 -0.1 0.0
H 7.108 -2.673 -1.394 -0.1 0.1 -0.1
H 6.472 -2.036 -2.935 0.0 0.0 0.2
H 4.915 -1.216 -0.682 -0.2 -0.1 0.2
H 2.924 -5.128 -0.778 0.1 -0.1 0.1
H 0.729 -5.115 0.473 0.0 0.0 0.0
H -0.392 -2.960 0.864 0.1 0.1 0.0
H 2.716 -0.863 -0.840 0.0 0.0 0.0
C 3.467 2.115 2.731 0.4 0.0 -0.3
N 2.674 1.638 3.835 0.0 -0.2 0.3
C 2.739 2.446 5.030 0.0 0.2 0.4
C 1.968 0.515 3.772 -0.2 -0.2 -0.7
S 1.729 -0.319 2.315 -0.2 -0.2 -0.4
N 1.460 -0.007 4.924 -0.1 0.3 0.2
C 0.243 -0.784 4.840 -0.2 -0.2 0.0
C 2.404 -0.495 5.919 0.1 0.0 0.2
H 4.439 2.427 3.110 0.0 0.1 0.0
H 2.991 2.965 2.239 0.0 0.0 0.1
H 3.605 1.317 2.004 0.0 0.1 0.1
H 2.570 3.491 4.765 0.0 0.0 0.0
H 3.722 2.379 5.498 0.0 0.0 0.0
H 1.984 2.124 5.741 0.0 0.1 0.0
H -0.478 -0.262 4.211 0.0 -0.1 0.0
H -0.167 -0.880 5.844 0.0 0.0 0.1
H 0.412 -1.784 4.431 0.0 0.0 0.0
H 3.394 -0.083 5.743 0.0 0.0 0.0
H 2.471 -1.584 5.840 0.1 0.0 0.0
H 2.079 -0.240 6.926 0.0 0.0 0.1
```
Forces are in eV/Å.